{"formula": "C17H40IrNP3Se", "method": "ωB97M-V with the def2-TZVPD basis set", "elements": ["Ir", "P", "P", "P", "H", "C", "C", "H", "C", "C", "C", "C", "C", "C", "C", "C", "C", "H", "H", "H", "H", "H", "H", "H", "H", "H", "H", "H", "H", "H", "H", "H", "H", "H", "H", "H", "H", "H", "H", "H", "H", "H", "H", "H", "H", "H", "C", "C", "C", "C", "C", "C", "Se", "H", "H", "H", "H", "H", "H", "N", "H", "H", "H"], "positions_angstrom": [[0.062, -0.961, 0.796], [-1.138, -0.801, 2.775], [1.446, -2.695, 0.452], [-1.452, -1.000, -0.817], [0.214, 3.991, 0.565], [-0.877, 3.942, 0.481], [-1.649, 3.679, 1.550], [-1.213, 3.528, 2.544], [-0.168, -0.101, 4.163], [-1.848, -2.331, 3.496], [-2.554, 0.332, 2.577], [2.732, -2.389, -0.795], [2.358, -3.012, 2.000], [0.699, -4.289, -0.019], [-2.107, 0.682, -1.068], [-2.927, -2.024, -0.523], [-0.796, -1.550, -2.419], [-1.304, 4.113, -0.513], [-2.744, 3.661, 1.479], [-0.067, 0.989, 4.064], [0.831, -0.556, 4.205], [-0.685, -0.319, 5.108], [-1.093, -3.129, 3.482], [-2.715, -2.656, 2.906], [-2.151, -2.147, 4.536], [-2.230, 1.319, 2.217], [-3.043, 0.457, 3.553], [-3.285, -0.084, 1.872], [2.826, -3.269, -1.445], [3.685, -2.224, -0.276], [2.494, -1.506, -1.404], [2.554, -4.088, 2.096], [1.773, -2.678, 2.867], [3.313, -2.474, 1.977], [1.472, -5.068, 0.031], [0.296, -4.242, -1.038], [-0.112, -4.547, 0.676], [-2.968, 0.622, -1.750], [-1.319, 1.319, -1.503], [-2.434, 1.125, -0.117], [-3.674, -1.781, -1.291], [-3.356, -1.829, 0.468], [-2.663, -3.086, -0.603], [-1.619, -1.564, -3.146], [-0.371, -2.559, -2.341], [-0.021, -0.845, -2.760], [1.657, 2.492, -2.923], [1.215, 3.822, -2.712], [1.403, 4.793, -3.694], [2.024, 4.464, -4.909], [2.469, 3.150, -5.130], [2.298, 2.179, -4.150], [1.408, 1.171, -1.647], [-0.720, -2.267, 1.297], [0.718, 4.063, -1.771], [1.063, 5.816, -3.520], [2.165, 5.224, -5.678], [2.954, 2.884, -6.069], [2.649, 1.161, -4.300], [1.460, 0.574, 1.457], [1.945, 0.962, 0.630], [0.964, 1.351, 1.904], [2.155, 0.204, 2.106]], "max_force_ha_per_bohr": 0.07290, "homo_ev": [-20.3, -20.5], "homo_lumo_gap_ev": [8.68, 4.35], "spin_multiplicity": 6, "total_charge": 4}